Here is a cluster of 2 separate species, C7H5F3O2 in total at a distorted geometry from the Open Molecules 2025 dataset. Energies are from ωB97M-V/def2-TZVPD.

The SMILES is C/C(O)=C(\F)C=C=O.FC#CF. The HOMO energy is -7.90 eV. Its multiplicity is 1. As for the frontier orbital gap: 8.31 eV.

Cartesian coordinates (Å):
C (1.717, 1.235, -0.945)
C (1.085, 0.263, 0.089)
O (0.045, 0.638, 0.892)
C (1.354, -1.051, 0.128)
F (2.136, -1.645, -0.751)
C (0.813, -2.028, 1.059)
C (-0.276, -1.701, 1.662)
O (-1.320, -1.468, 2.167)
H (1.369, 2.329, -0.915)
H (1.629, 0.890, -2.054)
H (2.758, 1.269, -0.731)
H (0.001, 1.620, 1.020)
H (1.449, -2.860, 1.295)
F (-4.302, 0.354, 0.797)
C (-3.450, 0.579, -0.206)
C (-2.958, 0.763, -1.303)
F (-2.051, 0.810, -2.204)

Here is an isolated molecule of C7H5FN2O2 at a distorted geometry from the Open Molecules 2025 dataset. Energies are from ωB97M-V/def2-TZVPD.

The SMILES is C=C/C(=C(/C#N)C(=C)F)[N+](=O)[O-]. The HOMO energy (alpha / beta) is -9.25 / -9.22 eV. Its multiplicity is 1. As for the frontier orbital gap (alpha / beta): 7.07 / 7.05 eV.

Cartesian coordinates (Å):
C (-0.116, 2.879, -0.013)
C (-0.190, 1.566, -0.276)
C (0.634, 0.503, 0.077)
C (0.164, -0.940, 0.046)
C (1.072, -1.979, -0.038)
N (1.642, -2.967, -0.150)
C (-1.283, -1.249, 0.119)
C (-1.755, -2.422, -0.225)
F (-2.125, -0.312, 0.522)
N (2.050, 0.686, 0.318)
O (2.697, -0.161, 0.805)
O (2.435, 1.759, -0.152)
H (-0.880, 3.592, -0.326)
H (0.661, 3.309, 0.464)
H (-1.196, 1.303, -0.550)
H (-2.811, -2.484, 0.007)
H (-0.999, -3.083, -0.628)

Values for ΔE to the lowest compared entry with this formula, charge and spin, kcal per mole, ordered as above
129.5, 0.0